Record 1
A single C21H23NO6 molecule in a non-equilibrium geometry. Source: OMol25; level of theory: ωB97M-V with the def2-TZVPD basis set.

As for the HOMO-LUMO gap: 8.15 eV. The value obtained for the relative energy (zero: lowest compared OMol25 entry of this formula, charge and spin) is 60.3 kcal/mol. As for the SMILES: CCOc1cccc(/C(O)=C2/C(=O)C(=O)N(CCOC)[C@@H]2c2ccc(C)o2)c1.

Geometry (Å):
C1 2.426 -2.464 0.887
C2 1.741 -2.934 2.166
O1 0.395 -3.321 1.966
C3 -0.590 -2.390 1.925
C4 -1.888 -2.898 1.805
C5 -2.975 -2.051 1.804
C6 -2.798 -0.682 1.913
C7 -1.511 -0.166 1.988
C8 -1.329 1.294 2.004
O2 -2.072 1.968 2.866
C9 -0.500 1.943 1.133
C10 -0.504 3.378 1.033
O3 -1.088 4.152 1.784
C11 0.313 3.731 -0.197
O4 0.590 4.827 -0.630
N1 0.685 2.549 -0.750
C12 1.565 2.467 -1.884
C13 2.999 2.094 -1.471
O5 3.157 0.733 -1.130
C14 3.370 -0.117 -2.231
C15 0.290 1.361 -0.008
C16 -0.543 0.420 -0.825
C17 -0.248 -0.759 -1.442
C18 -1.458 -1.217 -2.019
C19 -2.405 -0.286 -1.714
C20 -3.857 -0.215 -2.020
O6 -1.853 0.712 -0.994
C21 -0.408 -1.016 2.001
H1 1.988 -1.539 0.520
H2 3.482 -2.296 1.081
H3 2.325 -3.227 0.119
H4 1.810 -2.171 2.951
H5 2.229 -3.844 2.528
H6 -2.011 -3.966 1.728
H7 -3.971 -2.460 1.723
H8 -3.642 -0.010 1.916
H9 -1.920 2.942 2.724
H10 1.572 3.458 -2.345
H11 1.170 1.734 -2.594
H12 3.267 2.661 -0.575
H13 3.691 2.363 -2.279
H14 2.513 -0.132 -2.913
H15 4.261 0.186 -2.793
H16 3.524 -1.114 -1.823
H17 1.198 0.832 0.309
H18 0.704 -1.245 -1.479
H19 -1.599 -2.118 -2.579
H20 -4.439 -0.324 -1.105
H21 -4.128 -1.009 -2.709
H22 -4.104 0.748 -2.463
H23 0.575 -0.585 2.100

Mulliken charges in e: number 1, C, carries -0.295; number 2, C, carries -0.704; number 3, O, carries -0.448; number 4, C, carries 0.265; number 5, C, carries -0.647; number 6, C, carries -0.787; number 7, C, carries -0.767; number 8, C, carries -0.143; number 9, C, carries 0.253; number 10, O, carries -0.635; number 11, C, carries -0.392; number 12, C, carries 0.307; number 13, O, carries -0.785; number 14, C, carries 0.366; number 15, O, carries -0.682; number 16, N, carries 0.142; number 17, C, carries -0.887; number 18, C, carries -0.662; number 19, O, carries -0.297; number 20, C, carries -0.739; number 21, C, carries 1.076; number 22, C, carries -0.226; number 23, C, carries 0.125; number 24, C, carries -0.980; number 25, C, carries 0.279; number 26, C, carries -1.321; number 27, O, carries -0.411; number 28, C, carries 0.331; number 29, H, carries -0.273; number 30, H, carries 0.419; number 31, H, carries 0.309; number 32, H, carries 0.387; number 33, H, carries 0.346; number 34, H, carries 0.484; number 35, H, carries 0.422; number 36, H, carries 0.535; number 37, H, carries 0.456; number 38, H, carries 0.547; number 39, H, carries 0.276; number 40, H, carries 0.307; number 41, H, carries 0.479; number 42, H, carries 0.335; number 43, H, carries 0.353; number 44, H, carries 0.183; number 45, H, carries 0.382; number 46, H, carries 0.640; number 47, H, carries 0.493; number 48, H, carries 0.277; number 49, H, carries 0.375; number 50, H, carries 0.295; number 51, H, carries 0.637

=====

Record 2
A molecular structure, C21H24BClIrN8OS in a non-equilibrium geometry. Source: OMol25; level of theory: ωB97M-V with the def2-TZVPD basis set.

The expectation value of S² is 0.75. As for the HOMO-LUMO gap (spin up / spin down): 4.21 / 4.22 eV. As for the multiplicity: 2. As for the charge: +2.

Geometry (Å):
Ir1 0.222 0.521 1.019
C1 -3.257 2.925 2.249
C2 -2.096 2.210 2.520
N1 -1.520 1.847 1.378
N2 -2.275 2.310 0.360
C3 -3.330 2.962 0.869
B1 -1.871 1.923 -1.079
N3 -1.946 0.371 -1.125
C4 -2.839 -0.374 -1.793
C5 -2.685 -1.695 -1.415
C6 -1.658 -1.678 -0.482
N4 -1.222 -0.428 -0.323
N5 -0.422 2.403 -1.304
C7 -0.020 3.468 -2.020
C8 1.353 3.581 -1.904
C9 1.722 2.528 -1.074
N6 0.645 1.830 -0.732
N7 -2.686 2.454 -2.243
C10 -3.818 3.160 -2.450
C11 -3.993 3.307 -3.814
C12 -2.901 2.631 -4.390
N8 -2.174 2.108 -3.441
H1 -3.944 3.353 2.948
H2 -1.664 1.955 3.469
H3 -4.072 3.416 0.248
H4 -3.528 0.054 -2.491
H5 -3.232 -2.543 -1.769
H6 -1.223 -2.487 0.070
H7 -0.707 4.087 -2.559
H8 1.987 4.318 -2.349
H9 2.699 2.242 -0.735
H10 -4.437 3.529 -1.661
H11 -4.808 3.777 -4.326
H12 -2.667 2.487 -5.426
C13 4.547 1.622 2.177
S1 3.423 0.302 2.745
C14 4.095 -1.046 1.705
O1 2.090 0.636 2.103
H13 5.553 1.383 2.514
H14 4.229 2.558 2.629
H15 4.515 1.703 1.095
H16 5.114 -1.240 2.016
H17 4.055 -0.766 0.657
H18 3.489 -1.933 1.868
Cl1 2.010 -8.220 1.052
C15 1.757 -6.527 1.099
C16 1.629 -5.873 2.334
C17 1.464 -4.515 2.374
C18 1.384 -3.741 1.180
C19 1.198 -2.368 1.254
C20 1.518 -4.434 -0.059
C21 1.695 -5.793 -0.095
H19 1.670 -6.447 3.244
H20 1.390 -4.009 3.324
H21 1.203 -1.749 0.359
H22 1.068 -1.907 2.222
H23 1.478 -3.875 -0.982
H24 1.791 -6.313 -1.035

Mulliken charges in e: number 1, Ir, carries 1.576; number 2, C, carries -1.203; number 3, C, carries -0.062; number 4, N, carries -1.129; number 5, N, carries 0.897; number 6, C, carries 0.196; number 7, B, carries 0.026; number 8, N, carries 1.299; number 9, C, carries 0.032; number 10, C, carries -1.270; number 11, C, carries -0.145; number 12, N, carries -1.350; number 13, N, carries 1.193; number 14, C, carries -0.050; number 15, C, carries -1.087; number 16, C, carries -0.071; number 17, N, carries -1.271; number 18, N, carries 0.733; number 19, C, carries -0.263; number 20, C, carries -0.776; number 21, C, carries -0.472; number 22, N, carries -0.944; number 23, H, carries 0.456; number 24, H, carries 0.450; number 25, H, carries 0.355; number 26, H, carries 0.435; number 27, H, carries 0.440; number 28, H, carries 0.530; number 29, H, carries 0.463; number 30, H, carries 0.453; number 31, H, carries 0.339; number 32, H, carries 0.316; number 33, H, carries 0.451; number 34, H, carries 0.485; number 35, C, carries -0.912; number 36, S, carries 0.334; number 37, C, carries -0.713; number 38, O, carries -0.552; number 39, H, carries 0.418; number 40, H, carries 0.376; number 41, H, carries 0.248; number 42, H, carries 0.485; number 43, H, carries 0.301; number 44, H, carries 0.133; number 45, Cl, carries -0.055; number 46, C, carries 0.504; number 47, C, carries -0.810; number 48, C, carries -0.240; number 49, C, carries 0.590; number 50, C, carries -1.420; number 51, C, carries -0.256; number 52, C, carries -0.812; number 53, H, carries 0.450; number 54, H, carries 0.454; number 55, H, carries 0.878; number 56, H, carries 0.630; number 57, H, carries 0.483; number 58, H, carries 0.455

=====

Record 3
A molecular structure, C21H24ClHfN in a non-equilibrium geometry. Source: OMol25; level of theory: ωB97M-V with the def2-TZVPD basis set.

As for the HOMO-LUMO gap: 6.56 eV. The value obtained for the relative energy (zero: lowest compared OMol25 entry of this formula, charge and spin) is 63.0 kcal/mol. As for the charge: +2.

Geometry (Å):
C1 -0.900 3.917 -4.513
C2 -1.209 3.187 -5.845
C3 -2.133 4.736 -4.101
C4 0.301 4.884 -4.663
Cl1 -0.567 2.759 -3.266
H1 -2.361 5.480 -4.871
H2 -1.914 5.183 -3.129
H3 -2.953 4.036 -3.934
H4 -1.383 3.934 -6.630
H5 -2.116 2.577 -5.720
H6 -0.386 2.536 -6.172
H7 0.094 5.593 -5.474
H8 1.235 4.356 -4.893
H9 0.431 5.429 -3.716
C5 -1.066 -2.264 0.859
C6 -1.830 -1.097 1.311
C7 -2.417 -0.467 0.146
H10 -2.112 -0.881 2.340
C8 -2.078 -1.235 -1.005
C9 -1.224 -2.319 -0.600
H11 -0.874 -3.112 -1.268
H12 -0.557 -3.005 1.496
H13 -3.195 0.308 0.153
H14 -2.368 -0.984 -2.030
C10 2.081 0.251 1.723
C11 0.941 -0.058 2.580
C12 -0.093 0.915 2.252
H15 0.953 -0.782 3.396
C13 0.472 1.876 1.348
C14 1.798 1.498 1.051
H16 2.511 2.038 0.422
H17 3.040 -0.255 1.694
H18 -1.035 1.050 2.779
H19 -0.053 2.764 0.938
Hf1 0.285 -0.549 0.385
N1 1.746 -1.937 0.037
C15 2.419 -2.875 0.307
C16 3.029 -3.875 1.063
C17 3.721 -3.463 2.228
C18 4.115 -4.426 3.149
C19 3.815 -5.775 2.897
C20 3.041 -6.176 1.790
C21 2.650 -5.223 0.858
H20 3.867 -2.397 2.426
H21 4.623 -4.113 4.068
H22 4.152 -6.530 3.603
H23 2.721 -7.213 1.670
H24 1.996 -5.466 0.019

Mulliken charges in e: number 1, C, carries 1.009; number 2, C, carries -1.346; number 3, C, carries -1.373; number 4, C, carries -1.348; number 5, Cl, carries -0.191; number 6, H, carries 0.351; number 7, H, carries 0.377; number 8, H, carries 0.378; number 9, H, carries 0.347; number 10, H, carries 0.360; number 11, H, carries 0.365; number 12, H, carries 0.347; number 13, H, carries 0.368; number 14, H, carries 0.363; number 15, C, carries -0.517; number 16, C, carries -0.245; number 17, C, carries -0.521; number 18, H, carries 0.671; number 19, C, carries -0.600; number 20, C, carries -0.390; number 21, H, carries 0.467; number 22, H, carries 0.611; number 23, H, carries 0.477; number 24, H, carries 0.469; number 25, C, carries -0.373; number 26, C, carries -0.132; number 27, C, carries -0.615; number 28, H, carries 0.488; number 29, C, carries -0.523; number 30, C, carries -0.587; number 31, H, carries 0.458; number 32, H, carries 0.563; number 33, H, carries 0.604; number 34, H, carries 0.467; number 35, Hf, carries 0.840; number 36, N, carries -0.602; number 37, C, carries 0.439; number 38, C, carries 0.764; number 39, C, carries -0.221; number 40, C, carries -0.743; number 41, C, carries -0.284; number 42, C, carries -0.671; number 43, C, carries -0.310; number 44, H, carries 0.317; number 45, H, carries 0.415; number 46, H, carries 0.410; number 47, H, carries 0.416; number 48, H, carries 0.453

=====

Record 4
A single C21H24ClNO4S molecule. Source: OMol25; level of theory: ωB97M-V with the def2-TZVPD basis set.

As for the HOMO-LUMO gap: 8.18 eV. The value obtained for the relative energy (zero: lowest compared OMol25 entry of this formula, charge and spin) is 1.9 kcal/mol. As for the SMILES: COc1ccc(C(C)(C)C)cc1NC(=O)COC(=O)c1cc(SC)ccc1Cl.

Geometry (Å):
C1 0.747 -2.133 -2.216
O1 0.436 -1.493 -1.006
C2 -0.850 -1.052 -0.814
C3 -1.847 -1.055 -1.774
C4 -3.110 -0.573 -1.471
C5 -3.421 -0.078 -0.212
C6 -4.821 0.442 0.073
C7 -5.833 -0.687 -0.166
C8 -5.119 1.615 -0.871
C9 -4.984 0.932 1.514
C10 -2.418 -0.080 0.750
C11 -1.148 -0.558 0.467
N1 -0.109 -0.590 1.406
C12 -0.080 -0.061 2.646
O2 -0.991 0.503 3.210
C13 1.286 -0.252 3.336
O3 2.338 0.426 2.656
C14 2.977 -0.222 1.688
O4 2.682 -1.339 1.320
C15 4.064 0.566 1.057
C16 4.338 0.243 -0.273
C17 5.323 0.909 -0.979
S1 5.723 0.578 -2.660
C18 4.571 -0.747 -3.122
C19 6.057 1.910 -0.339
C20 5.806 2.225 0.978
C21 4.808 1.563 1.686
Cl1 4.567 1.977 3.338
H1 0.087 -2.986 -2.401
H2 0.693 -1.442 -3.065
H3 1.770 -2.492 -2.105
H4 -1.653 -1.426 -2.768
H5 -3.857 -0.592 -2.250
H6 -5.610 -1.534 0.480
H7 -6.840 -0.340 0.055
H8 -5.811 -1.030 -1.197
H9 -6.113 2.012 -0.674
H10 -5.076 1.308 -1.913
H11 -4.393 2.411 -0.720
H12 -6.000 1.293 1.661
H13 -4.805 0.128 2.223
H14 -4.301 1.751 1.728
H15 -2.596 0.291 1.743
H16 0.719 -1.075 1.069
H17 1.518 -1.321 3.401
H18 1.237 0.194 4.331
H19 3.744 -0.542 -0.713
H20 4.788 -0.974 -4.161
H21 4.752 -1.624 -2.507
H22 3.548 -0.397 -3.025
H23 6.827 2.430 -0.887
H24 6.383 2.991 1.473

Mulliken charges in e: number 1, C, carries -1.088; number 2, O, carries -0.343; number 3, C, carries 1.310; number 4, C, carries -1.254; number 5, C, carries -0.678; number 6, C, carries -0.310; number 7, C, carries 2.045; number 8, C, carries -1.638; number 9, C, carries -1.631; number 10, C, carries -2.166; number 11, C, carries 0.009; number 12, C, carries -0.599; number 13, N, carries -0.044; number 14, C, carries 0.745; number 15, O, carries -0.670; number 16, C, carries -0.822; number 17, O, carries -0.339; number 18, C, carries 0.797; number 19, O, carries -0.661; number 20, C, carries -0.494; number 21, C, carries -0.416; number 22, C, carries 0.527; number 23, S, carries -0.116; number 24, C, carries -0.802; number 25, C, carries -0.573; number 26, C, carries -0.684; number 27, C, carries 0.390; number 28, Cl, carries -0.218; number 29, H, carries 0.463; number 30, H, carries 0.357; number 31, H, carries 0.288; number 32, H, carries 0.391; number 33, H, carries 0.373; number 34, H, carries 0.385; number 35, H, carries 0.454; number 36, H, carries 0.322; number 37, H, carries 0.453; number 38, H, carries 0.326; number 39, H, carries 0.386; number 40, H, carries 0.434; number 41, H, carries 0.424; number 42, H, carries 0.423; number 43, H, carries 0.965; number 44, H, carries 0.264; number 45, H, carries 0.339; number 46, H, carries 0.369; number 47, H, carries 0.542; number 48, H, carries 0.427; number 49, H, carries 0.302; number 50, H, carries 0.196; number 51, H, carries 0.393; number 52, H, carries 0.443